90
Properties=species:S:1:pos:R:3:forces:R:3 method="wB97M-V/def2-TZVPD" orbital_gap_ev=8.89 smiles="CC(C)[C@@H](C)COO[P@](=O)(O)O[PH2]=S.CCOC(=O)OC.CCOC(=O)OC.CCOC(=O)OC.CCOC(=O)OC"
C 0.386 -0.137 -3.251 0.91 0.36 0.16
C 1.608 0.747 -2.530 -0.79 -0.17 0.18
C 2.841 0.954 -3.587 -0.28 1.20 -0.40
C 2.001 -0.004 -1.129 0.18 -0.34 0.52
C 2.786 -1.435 -1.298 -0.41 -0.10 0.37
C 2.858 0.899 -0.063 -0.68 -0.86 0.91
O 3.502 2.101 -0.656 -3.57 -3.03 -2.39
O 4.321 2.499 0.310 5.41 2.44 1.05
P 5.815 3.115 -0.350 2.48 6.29 3.70
O 6.347 4.201 0.717 -2.07 -5.01 -4.54
O 5.570 4.013 -1.841 -0.88 -3.55 2.55
O 7.085 1.905 -0.463 -3.95 -0.59 -1.59
P 6.674 0.646 -1.592 1.37 0.45 -1.79
S 6.596 1.277 -3.460 -0.26 -0.35 1.34
H -0.110 0.525 -4.094 1.03 -1.51 1.69
H -0.441 -0.459 -2.459 1.86 0.66 -1.77
H 0.926 -1.076 -3.723 -1.47 1.76 0.86
H 1.126 1.792 -2.233 1.23 -2.09 -0.68
H 2.345 1.320 -4.610 1.17 -1.02 2.11
H 3.508 0.011 -3.774 -1.50 1.71 0.34
H 3.583 1.839 -3.287 -1.71 -2.06 -0.41
H 0.967 -0.260 -0.589 2.30 0.67 -1.10
H 3.632 -1.385 -2.105 -1.77 -0.19 1.33
H 3.327 -1.724 -0.275 -1.39 0.54 -2.18
H 1.961 -2.257 -1.546 2.14 1.62 0.34
H 2.116 1.230 0.810 1.76 -0.37 -1.85
H 3.749 0.290 0.444 -2.00 1.18 -1.16
H 4.893 3.563 -2.432 1.10 0.45 0.79
H 5.477 -0.104 -1.248 0.90 0.78 0.50
H 7.781 -0.319 -1.566 -1.03 0.98 0.92
C 4.994 5.698 2.882 -0.11 0.04 0.45
C 5.388 6.872 2.003 0.50 -0.73 0.00
O 4.330 7.836 1.932 -0.30 1.16 0.82
C 4.196 8.641 3.015 0.32 -0.52 0.20
O 4.889 8.618 4.019 -0.94 0.20 -1.33
O 3.135 9.461 2.802 0.76 -0.52 0.01
C 2.820 10.296 3.912 -0.14 0.35 0.34
H 4.045 5.267 2.547 0.19 -0.01 -0.14
H 5.765 4.922 2.862 -0.18 0.19 -0.11
H 4.850 6.010 3.921 0.09 0.08 -0.13
H 5.562 6.516 0.982 -0.25 0.25 0.19
H 6.318 7.340 2.344 -0.28 0.05 0.09
H 3.695 10.863 4.247 -0.12 -0.26 0.00
H 2.415 9.691 4.729 0.21 0.12 -0.03
H 2.052 11.007 3.595 0.15 -0.29 -0.20
C 2.249 -7.091 -6.210 -0.15 -0.22 0.25
C 2.311 -5.581 -6.065 0.47 -0.37 -0.33
O 1.146 -5.082 -5.394 -0.13 0.18 1.09
C 1.126 -5.250 -4.049 0.24 -0.39 0.07
O 2.001 -5.772 -3.376 -1.14 0.80 -0.86
O -0.051 -4.763 -3.580 0.98 -0.24 -0.56
C -0.244 -4.968 -2.184 -0.20 0.01 0.58
H 1.315 -7.394 -6.694 0.17 0.12 -0.08
H 3.092 -7.459 -6.801 -0.09 0.08 0.03
H 2.273 -7.586 -5.234 0.11 0.15 -0.12
H 2.324 -5.123 -7.060 -0.28 0.10 0.29
H 3.223 -5.260 -5.550 -0.25 -0.08 0.10
H 0.601 -4.585 -1.603 -0.07 -0.22 -0.16
H -0.400 -6.032 -1.983 0.19 0.16 0.05
H -1.143 -4.423 -1.882 0.14 -0.05 -0.32
C -3.966 -2.017 3.073 -0.23 -0.03 -0.29
C -3.110 -3.177 3.551 0.17 0.68 0.09
O -3.750 -4.431 3.283 0.13 -0.66 -0.97
C -3.685 -4.861 1.999 -0.02 0.36 -0.14
O -3.133 -4.285 1.075 -0.63 -0.82 1.17
O -4.367 -6.031 1.910 0.62 0.92 0.25
C -4.461 -6.545 0.585 -0.07 -0.29 -0.50
H -4.974 -2.081 3.497 0.19 0.05 0.10
H -3.519 -1.061 3.359 -0.03 -0.12 0.03
H -4.079 -2.029 1.984 0.15 -0.01 0.14
H -2.986 -3.110 4.637 -0.15 -0.34 -0.20
H -2.107 -3.150 3.109 -0.24 -0.12 -0.10
H -3.475 -6.626 0.117 -0.20 0.18 0.08
H -5.121 -5.909 -0.014 0.24 -0.04 0.01
H -4.899 -7.545 0.638 0.06 0.26 0.28
C -10.583 -0.913 2.586 -0.04 0.22 0.28
C -9.324 -0.988 1.741 -0.41 -0.53 0.13
O -8.716 0.304 1.612 0.79 0.44 0.65
C -8.015 0.733 2.691 -0.21 -0.20 0.36
O -7.855 0.121 3.735 -0.11 0.80 -1.43
O -7.543 1.977 2.420 -0.36 -1.07 0.01
C -6.866 2.588 3.515 0.31 0.31 0.39
H -11.269 -0.156 2.191 0.07 -0.19 -0.09
H -11.094 -1.880 2.607 0.07 0.09 -0.06
H -10.354 -0.625 3.617 0.06 -0.15 -0.15
H -9.586 -1.316 0.730 0.21 0.35 0.08
H -8.609 -1.715 2.141 -0.04 0.27 0.07
H -6.074 1.941 3.907 -0.28 0.04 -0.01
H -7.585 2.838 4.302 0.18 -0.17 -0.03
H -6.408 3.514 3.157 -0.23 -0.25 -0.19

85
Properties=species:S:1:pos:R:3:forces:R:3 method="wB97M-V/def2-TZVPD" orbital_gap_ev="6.14 / 6.65" spin_multiplicity=2 s_squared=0.766 relative_energy_kcal_mol=7.9 charge=+3
Cr 0.411 -0.214 -0.235 -0.11 1.15 1.83
N 2.292 -1.021 -0.892 -0.12 0.17 0.47
C 2.322 -2.429 -1.340 0.01 -0.69 -0.05
C 1.684 -3.361 -0.316 -0.18 0.04 -0.38
C 0.159 -3.366 -0.376 0.49 -0.41 -0.10
N -0.378 -2.175 0.305 0.01 0.58 0.03
H 2.678 -0.462 -1.655 -0.20 0.20 0.23
H 2.975 -0.937 -0.133 -0.10 0.11 -0.20
H 3.359 -2.732 -1.515 -0.10 0.11 -0.03
H 1.787 -2.500 -2.289 0.09 0.04 0.05
H 2.012 -3.071 0.687 0.08 -0.17 0.13
H 2.041 -4.375 -0.494 0.05 0.02 0.03
H -0.215 -4.278 0.101 -0.10 0.19 -0.06
H -0.182 -3.359 -1.413 0.01 -0.01 0.12
H -0.322 -2.345 1.307 -0.09 0.12 0.00
H -1.375 -2.087 0.097 0.11 0.15 0.14
N 1.416 0.588 1.669 -0.37 -0.07 -0.16
N 2.195 1.758 1.476 0.10 0.44 0.27
C 2.006 2.554 0.396 0.38 -0.22 0.41
N 2.594 3.740 0.356 -0.14 -0.36 0.08
S 1.092 2.023 -0.918 -0.59 -0.77 -0.47
H 0.557 0.810 2.196 0.18 0.11 -0.10
H 1.962 -0.053 2.252 -0.02 0.18 -0.28
H 2.604 2.177 2.309 -0.12 -0.20 -0.10
H 3.209 4.078 1.079 0.02 0.04 0.11
H 2.516 4.302 -0.480 -0.01 -0.02 0.03
O -1.288 0.471 0.823 1.70 -0.59 -1.22
P -2.407 0.586 1.838 -1.04 -0.15 0.58
N -1.729 0.238 3.330 -0.40 -0.08 -0.81
C -2.312 0.763 4.581 -0.23 0.57 0.33
C -1.712 -0.084 5.708 0.06 0.04 -0.14
C -0.478 -0.708 5.062 -0.16 -0.10 0.03
C -0.988 -0.985 3.650 0.19 -0.09 0.04
N -3.640 -0.471 1.485 0.93 0.94 0.48
C -4.559 -0.197 0.379 -0.21 0.03 -0.47
C -5.950 -0.345 0.992 0.08 -0.10 0.00
C -5.759 -1.478 2.004 -0.04 0.06 -0.07
C -4.289 -1.375 2.442 0.10 -0.44 0.43
N -2.985 2.122 1.807 0.54 -1.18 -0.06
C -2.151 3.283 1.492 0.42 0.13 -0.22
C -3.030 4.486 1.826 -0.04 -0.05 0.16
C -3.967 3.947 2.905 0.00 -0.06 -0.07
C -4.262 2.547 2.379 -0.59 0.06 0.12
H -3.401 0.709 4.588 -0.01 0.02 0.00
H -2.024 1.811 4.677 -0.10 0.04 0.06
H -2.405 -0.866 6.018 -0.02 -0.02 -0.02
H -1.477 0.515 6.583 -0.01 0.01 0.03
H -0.150 -1.605 5.578 0.08 -0.05 -0.03
H 0.343 0.012 5.048 0.06 -0.01 -0.07
H -1.632 -1.872 3.667 0.03 -0.02 -0.11
H -0.182 -1.143 2.927 0.02 -0.06 0.01
H -4.412 -0.950 -0.405 -0.05 0.06 -0.02
H -4.362 0.785 -0.053 -0.04 0.00 0.00
H -6.703 -0.588 0.246 -0.02 0.06 -0.01
H -6.257 0.571 1.498 0.06 0.04 -0.05
H -5.948 -2.445 1.539 0.03 0.01 -0.01
H -6.435 -1.388 2.850 0.00 -0.04 0.01
H -3.810 -2.358 2.401 -0.05 0.04 0.16
H -4.199 -0.988 3.457 0.02 -0.07 0.02
H -1.853 3.250 0.443 0.09 0.10 0.03
H -1.251 3.273 2.115 0.12 0.07 0.01
H -3.612 4.789 0.959 0.00 0.02 -0.11
H -2.444 5.338 2.156 0.04 0.09 0.00
H -4.862 4.553 3.027 -0.02 -0.07 0.01
H -3.461 3.884 3.867 0.05 0.03 0.08
H -5.021 2.600 1.592 -0.03 -0.06 0.07
H -4.598 1.848 3.143 -0.11 0.06 0.02
N -0.271 -0.562 -1.949 -0.50 0.07 -0.86
C -0.631 -0.439 -3.054 -0.05 -0.19 -0.04
N -1.082 -0.358 -4.241 0.21 -0.03 0.57
C -2.439 0.141 -4.469 -1.25 0.22 -0.12
C -2.541 0.702 -5.882 0.15 0.24 0.05
C -1.312 1.555 -6.186 -0.14 -0.06 -0.11
C -0.041 0.692 -6.185 0.00 -0.10 0.15
C -0.274 -0.620 -5.423 0.75 -0.07 -0.93
H -2.654 0.910 -3.724 0.05 0.00 -0.08
H -3.151 -0.678 -4.328 0.12 0.02 0.05
H -3.452 1.295 -5.952 -0.04 -0.05 0.02
H -2.627 -0.108 -6.605 -0.10 -0.02 -0.04
H -1.228 2.339 -5.430 -0.03 0.06 -0.04
H -1.432 2.044 -7.150 0.02 0.09 0.04
H 0.776 1.248 -5.726 0.10 -0.06 -0.02
H 0.268 0.438 -7.198 0.01 -0.02 -0.01
H 0.672 -1.073 -5.122 -0.13 -0.08 -0.02
H -0.825 -1.331 -6.047 0.16 0.00 0.21

79
Properties=species:S:1:pos:R:3:forces:R:3 method="wB97M-V/def2-TZVPD" orbital_gap_ev="4.87 / 3.58" relative_energy_kcal_mol=0.0 charge=+3
Ga -1.629 -0.128 -2.136 0.17 -0.26 1.09
P -1.452 -2.230 0.057 -0.30 -0.55 -0.15
P 1.851 -0.851 1.430 1.71 -0.21 1.40
P 1.646 -1.728 -1.590 1.32 -0.81 -0.51
H -2.799 2.793 -5.527 -0.28 -0.55 -0.22
C -3.098 1.762 -5.772 -0.55 -0.39 0.36
C -3.232 0.787 -4.855 -0.62 0.23 -1.15
H -3.124 0.892 -3.767 -0.02 0.39 -0.57
C -2.884 -2.096 1.179 -0.27 0.38 -0.06
C -0.626 -3.528 1.054 0.44 -0.05 0.01
C -2.193 -3.401 -1.151 0.16 0.05 0.18
C 3.128 0.483 1.471 -0.36 0.31 -0.75
C 1.191 -0.668 3.143 -0.96 0.10 -0.17
C 2.944 -2.309 1.704 -0.35 -0.28 -0.56
C 1.032 -1.574 -3.318 -0.63 0.53 0.17
C 1.942 -3.546 -1.602 -0.39 -0.06 0.48
C 3.380 -1.240 -1.948 0.06 0.38 0.26
H -3.400 1.568 -6.818 0.36 0.13 0.70
H -3.652 -0.165 -5.200 0.28 0.21 0.32
H -3.429 -1.172 0.994 -0.18 -0.15 0.07
H -2.556 -2.118 2.222 -0.02 0.10 -0.11
H -3.510 -2.972 0.985 -0.12 0.22 0.25
H -0.324 -3.134 2.033 -0.06 -0.19 -0.21
H 0.244 -3.952 0.542 -0.18 -0.03 0.19
H -1.398 -4.306 1.190 0.51 0.19 0.13
H -2.878 -2.849 -1.810 -0.05 -0.48 0.05
H -2.721 -4.137 -0.515 0.04 0.13 -0.88
H -1.402 -3.892 -1.741 -0.42 0.10 0.08
H 3.782 0.365 2.348 -0.28 -0.06 -0.25
H 2.629 1.463 1.515 0.19 -0.24 0.11
H 3.733 0.443 0.553 -0.04 0.00 0.32
H 2.005 -0.756 3.880 -0.06 -0.01 -0.45
H 0.449 -1.452 3.350 0.21 0.20 -0.02
H 0.694 0.310 3.252 0.24 -0.45 -0.04
H 3.506 -2.172 2.636 -0.14 0.08 -0.19
H 3.648 -2.442 0.874 -0.13 0.01 0.23
H 2.329 -3.214 1.790 0.20 0.14 0.03
H 1.760 -2.030 -4.001 -0.19 0.07 0.17
H 0.901 -0.515 -3.576 0.12 -0.15 -0.13
H 0.062 -2.071 -3.423 0.13 -0.10 -0.11
H 2.527 -3.790 -2.496 -0.12 0.08 0.16
H 0.998 -4.099 -1.634 0.18 0.04 0.01
H 2.504 -3.858 -0.715 -0.12 0.02 -0.18
H 3.759 -1.883 -2.751 -0.03 0.17 0.14
H 4.034 -1.348 -1.080 -0.07 -0.02 -0.09
H 3.420 -0.199 -2.279 0.06 -0.04 -0.03
C 1.461 3.038 -2.932 0.01 0.72 0.55
C 0.079 2.810 -3.071 -0.09 -0.17 0.63
C -0.420 2.629 -4.333 -0.40 -0.08 0.45
C 0.341 2.943 -5.461 0.53 0.10 0.02
C 1.699 3.291 -5.336 0.53 -0.08 0.78
C 2.270 3.318 -4.057 0.62 -0.33 -0.48
Se 2.020 3.138 -1.126 -0.13 -0.50 -0.69
H 3.116 2.144 -1.228 0.20 0.53 -0.12
H -0.544 2.708 -2.165 0.26 0.01 -0.58
H -1.418 2.227 -4.430 0.20 0.42 -0.12
H -0.147 2.945 -6.423 0.11 -0.14 -0.20
H 2.340 3.491 -6.203 -0.48 0.05 0.34
H 3.340 3.552 -3.901 -0.74 -0.14 -0.28
C -3.223 0.312 5.515 -0.08 -0.34 0.10
C -2.105 0.315 4.478 -0.25 0.44 0.44
N -2.552 1.034 3.253 0.28 -0.55 -0.76
C -1.663 1.474 2.333 0.48 0.25 0.83
S -1.890 1.231 0.661 0.27 0.44 0.03
N -0.543 2.106 2.834 -1.23 -0.11 -0.53
C -0.607 3.080 3.970 0.22 -0.07 -0.18
C 0.699 3.033 4.757 -0.06 0.24 -0.09
H -3.551 1.334 5.767 0.11 -0.43 -0.20
H -2.858 -0.167 6.434 -0.14 0.14 -0.26
H -4.080 -0.283 5.157 0.18 0.34 0.17
H -1.248 0.842 4.909 -0.07 -0.22 -0.29
H -1.788 -0.713 4.215 -0.19 0.43 0.06
H -3.397 0.653 2.825 0.32 0.13 0.29
H 0.032 2.434 2.074 0.08 0.07 -0.03
H -0.772 4.078 3.517 0.02 -0.44 0.44
H -1.451 2.843 4.623 0.08 0.07 -0.38
H 1.514 3.425 4.130 -0.07 -0.15 0.30
H 0.597 3.683 5.636 0.21 -0.22 -0.21
H 0.955 2.010 5.086 -0.18 0.45 -0.09

| no. | E (eV) |
| --- | --- |
| 1 | -87808.6896 |
| 2 | -89082.6655 |
| 3 | -182983.5680 |